# C40H114K3N2O36P

A molecular structure, C40H114K3N2O36P in a non-equilibrium geometry (ωB97M-V/def2-TZVPD, OMol25).

Geometry as XYZ:
```
196
Properties=species:S:1:pos:R:3:forces:R:3
K 1.628 -1.496 -2.502 0.307 -0.454 -0.025
K -1.126 3.040 -2.312 -0.231 0.347 -0.228
K -2.395 -1.301 2.351 -0.148 0.257 0.132
P -0.647 0.271 -0.542 -1.111 0.706 0.006
O -0.151 -0.946 0.318 -1.249 2.374 -1.332
O 0.199 1.501 -0.223 0.046 -0.567 -0.780
O -2.106 0.662 -0.132 1.864 -1.361 -0.350
O -0.613 -0.040 -2.096 0.579 0.287 2.970
C -4.978 1.980 -6.985 -0.961 -1.030 0.704
C -4.097 1.544 -5.815 1.461 0.580 -1.894
O -4.731 1.103 -4.735 -3.495 0.050 2.178
O -5.814 0.851 -7.347 0.422 0.861 -0.596
H -4.353 2.412 -7.766 0.257 -0.619 -0.380
H -5.673 2.797 -6.790 -0.082 -0.109 0.684
H -3.490 2.430 -5.625 0.624 0.192 0.256
H -3.485 0.708 -6.152 0.689 0.288 -0.710
H -4.242 0.588 -4.088 0.884 0.240 -0.275
H -5.316 0.314 -7.968 0.018 -0.124 -0.017
C -0.776 1.710 5.865 -1.920 0.604 -0.416
C -0.554 0.904 7.155 -0.011 -0.046 -1.542
O -0.163 1.741 8.200 0.872 0.173 0.609
O -1.747 1.067 5.047 -0.227 -1.726 0.189
H 0.184 1.832 5.365 -0.059 0.248 -0.066
H -1.296 2.658 6.007 0.918 0.626 0.850
H 0.264 0.282 6.792 0.320 -0.235 1.066
H -1.341 0.203 7.435 -0.345 0.307 -0.228
H -0.887 1.984 8.782 -0.182 -0.189 -0.285
H -1.789 1.353 4.131 0.521 0.226 -0.216
C 0.047 0.662 -5.333 -0.712 0.032 0.093
C 0.087 1.579 -6.530 -0.475 0.374 -0.267
O -1.153 2.277 -6.726 0.386 -0.846 0.014
O -0.250 1.348 -4.166 0.120 2.322 -0.056
H 0.982 0.120 -5.190 0.117 -0.325 -0.452
H -0.827 0.031 -5.495 0.263 -0.812 -0.413
H 0.233 0.894 -7.365 0.145 0.383 -0.375
H 0.828 2.378 -6.504 0.679 -0.447 0.174
H -1.349 2.598 -5.843 -0.276 0.341 0.195
H -0.325 0.768 -3.405 -0.031 -0.686 0.344
C 5.022 -3.252 0.079 -0.407 -0.611 -1.633
C 4.140 -4.478 0.305 0.169 1.355 -0.079
O 3.288 -4.138 1.367 -0.107 -0.907 0.910
O 4.278 -2.242 -0.646 0.527 -0.284 0.157
H 5.810 -3.514 -0.626 0.307 0.075 0.133
H 5.450 -2.936 1.030 -0.157 0.348 -0.046
H 4.742 -5.361 0.521 -0.116 -0.005 0.430
H 3.568 -4.674 -0.602 0.006 -0.056 -0.194
H 2.576 -3.561 1.081 -0.467 0.030 -0.353
H 3.484 -1.991 -0.168 -0.074 0.287 0.750
C 1.197 0.488 2.945 1.047 0.990 -0.855
C 2.506 0.075 2.282 -0.142 -0.256 -0.221
O 2.333 -0.427 0.928 1.052 0.280 0.767
O 0.316 -0.571 2.921 -1.291 -1.293 1.213
H 0.738 1.323 2.415 0.146 0.374 -0.081
H 1.411 0.828 3.959 -0.062 -0.266 0.074
H 2.894 -0.741 2.892 0.254 -0.114 -0.058
H 3.213 0.905 2.290 -0.011 -0.017 -0.150
H 1.402 -0.410 0.694 -0.220 -0.029 0.104
H 0.032 -0.690 2.012 0.274 -0.085 -0.527
C 1.571 6.777 0.063 -0.213 -0.515 0.022
C 0.151 6.844 -0.563 0.295 -0.156 1.420
O -0.230 5.636 -1.182 0.621 -0.115 -1.449
O 1.649 5.689 1.010 -0.361 1.024 -0.457
H 1.889 7.653 0.628 -0.592 0.222 -0.006
H 2.337 6.688 -0.707 0.032 -0.406 -0.279
H 0.029 7.667 -1.267 0.148 -0.066 -0.031
H -0.549 6.958 0.266 -0.043 0.615 0.151
H -0.511 4.990 -0.529 -0.199 -0.149 0.841
H 1.365 4.883 0.571 0.156 -0.531 -0.067
C 3.275 1.664 -1.429 -0.498 0.258 -0.100
C 3.061 3.015 -0.683 -0.123 -1.327 0.703
O 2.194 2.869 0.483 1.582 0.760 -0.788
O 2.150 1.299 -2.261 0.781 0.164 -0.440
H 3.469 0.805 -0.787 0.070 0.410 0.662
H 4.149 1.726 -2.077 -0.125 0.300 -0.247
H 2.574 3.748 -1.325 0.368 0.084 -0.412
H 4.038 3.354 -0.336 -0.156 0.297 0.018
H 1.446 2.398 0.110 -0.687 -0.668 0.414
H 1.397 1.150 -1.685 -0.263 0.297 0.431
C -1.240 3.715 1.923 0.452 1.323 0.852
C -2.503 2.979 2.362 1.484 0.045 -0.090
O -2.245 1.540 2.326 -0.928 1.600 1.414
O -0.985 3.650 0.567 -0.544 0.190 -1.869
H -0.291 3.425 2.374 -0.318 -0.523 0.949
H -1.266 4.793 2.085 -0.646 0.095 0.706
H -3.307 3.335 1.717 -0.123 -0.529 -0.223
H -2.749 3.310 3.371 0.033 -0.510 0.202
H -2.089 1.287 1.413 0.077 -0.156 -1.062
H -0.548 2.811 0.408 0.429 -0.868 -0.506
C 4.791 5.097 2.832 1.092 0.420 -1.580
C 4.453 3.621 2.916 0.305 0.799 0.818
O 3.097 3.380 3.161 -0.334 -0.243 0.029
O 4.320 5.699 1.595 0.585 -0.540 1.121
H 5.876 5.110 2.733 0.261 0.122 -0.007
H 4.593 5.764 3.671 -0.612 -0.446 0.294
H 5.024 3.184 3.735 0.097 -0.051 0.159
H 4.820 3.166 1.996 -0.162 -0.157 -0.205
H 2.702 3.221 2.301 -0.471 -0.062 -0.384
H 3.363 5.627 1.636 -0.631 0.071 -0.295
C -2.304 -2.255 -3.747 -1.962 -1.105 -0.721
C -3.376 -1.440 -3.006 0.297 -0.960 -0.297
O -2.996 -0.099 -3.089 -1.103 0.897 -0.131
O -1.137 -2.351 -3.026 1.167 -1.058 0.323
H -2.069 -1.945 -4.765 -0.362 0.870 -0.140
H -2.701 -3.253 -3.934 -0.014 -0.410 0.376
H -3.489 -1.790 -1.981 0.658 -0.007 0.354
H -4.411 -1.571 -3.321 0.132 0.146 -0.946
H -2.242 0.045 -2.512 0.313 0.165 0.151
H -0.998 -1.500 -2.602 0.175 0.622 0.278
C -0.372 -4.026 0.521 -1.055 -0.993 -0.436
C -1.614 -3.809 -0.331 0.236 0.171 0.372
O -2.181 -2.543 -0.024 -1.326 -0.545 -0.069
O 0.702 -3.176 0.225 0.981 -2.381 -0.219
H -0.170 -5.087 0.376 0.970 -0.048 -0.183
H -0.695 -4.009 1.562 0.164 0.510 0.466
H -2.362 -4.566 -0.094 -0.077 0.013 0.341
H -1.411 -3.947 -1.393 0.197 0.467 -0.082
H -1.548 -1.841 -0.193 0.392 -0.228 -0.147
H 0.397 -2.265 0.236 -0.254 0.657 0.128
C -4.804 1.847 -0.889 -1.243 0.995 -0.602
C -5.109 1.233 0.432 0.075 -1.055 1.157
O -4.444 -0.034 0.540 -0.667 -0.142 0.767
O -3.591 2.571 -0.849 -0.613 1.015 -0.521
H -5.627 2.531 -1.092 0.168 0.444 -0.162
H -4.826 1.153 -1.729 0.119 -0.409 0.197
H -6.145 1.028 0.701 -0.222 0.189 -0.658
H -4.728 1.866 1.233 0.003 0.299 -0.031
H -3.580 0.165 0.173 0.979 -0.591 -0.369
H -2.948 1.961 -0.481 0.617 -0.318 0.054
C -6.384 -2.821 0.468 0.301 0.553 -1.331
C -6.352 -2.492 1.962 0.635 0.340 -0.462
O -5.815 -3.612 2.700 -0.480 0.552 -0.274
O -6.303 -1.663 -0.416 -1.094 -1.189 1.040
H -7.271 -3.366 0.144 -0.073 0.015 0.301
H -5.521 -3.433 0.206 0.113 -0.349 0.414
H -7.305 -2.103 2.320 -0.316 -0.556 0.184
H -5.675 -1.648 2.092 0.227 0.171 -0.168
H -5.415 -3.222 3.481 -0.102 -0.268 0.211
H -5.564 -1.152 -0.078 0.610 0.475 -0.079
C 1.041 6.467 -4.706 -0.442 -0.348 2.111
C 0.793 4.904 -4.821 -0.260 2.112 -2.223
O -0.606 4.564 -4.829 0.821 -0.100 0.794
O 0.490 7.296 -5.724 0.162 -1.301 -0.875
H 2.112 6.642 -4.605 0.209 -0.130 -0.367
H 0.635 6.750 -3.735 -0.196 0.171 0.145
H 1.381 4.280 -4.147 -0.410 0.343 0.459
H 1.209 4.732 -5.814 -0.040 -0.668 -0.300
H -1.006 5.062 -5.545 -0.070 0.121 -0.145
H 0.024 8.086 -5.442 0.142 -0.332 0.635
C 2.797 -5.145 4.429 -0.785 1.080 -0.329
O 2.018 -4.420 5.396 0.901 -1.903 0.605
C 1.445 -3.219 4.989 1.373 0.701 -0.225
C 1.145 -2.436 6.263 -0.465 -2.124 -0.214
N 2.318 -2.153 7.097 0.516 0.430 -1.478
C 2.080 -1.413 8.295 -1.060 -0.409 0.523
C 1.047 -2.113 9.209 -0.408 1.616 -0.383
O -0.297 -1.920 8.669 1.664 0.122 0.955
C -1.254 -2.170 9.682 0.248 -1.155 -1.441
H 3.180 -6.090 4.815 -0.106 0.318 0.461
H 3.592 -4.499 4.056 0.302 -0.109 0.091
H 2.191 -5.371 3.551 -0.190 -0.110 -0.126
H 0.565 -3.431 4.381 -0.412 0.300 0.018
H 2.168 -2.682 4.374 0.088 0.256 -0.337
H 0.573 -3.214 6.769 -0.760 0.293 0.428
H 0.453 -1.640 5.988 0.526 0.468 0.504
H 2.782 -3.009 7.364 -0.147 -0.296 -0.507
H 1.750 -0.411 8.020 -0.065 0.053 0.393
H 3.010 -1.341 8.860 0.105 0.105 -0.044
H 1.076 -1.658 10.199 -0.041 0.261 0.218
H 1.345 -3.148 9.377 -0.387 -0.463 -0.393
H -1.079 -1.610 10.601 -0.264 0.260 -0.081
H -1.171 -3.242 9.863 -0.310 -0.209 0.703
H -2.199 -2.030 9.157 -0.275 0.401 0.667
C 3.810 -0.308 -5.488 -0.624 -0.510 0.948
O 3.408 -1.367 -4.580 0.628 -0.302 -0.447
C 3.856 -2.647 -5.087 -0.705 -0.543 0.849
C 3.712 -3.817 -4.028 -0.985 1.155 -0.383
N 2.286 -4.207 -3.731 0.858 0.604 -0.316
C 2.115 -5.571 -3.216 -0.972 0.432 0.119
C 0.625 -5.997 -3.023 0.280 1.039 -1.157
O -0.186 -5.750 -4.193 0.598 0.296 0.873
C -1.594 -5.958 -3.963 1.458 -0.376 -0.984
H 3.544 0.648 -5.037 -0.123 -0.132 0.144
H 3.237 -0.428 -6.407 0.351 0.073 -0.317
H 4.893 -0.324 -5.615 -0.013 -0.122 -0.322
H 4.885 -2.565 -5.435 0.279 -0.039 0.377
H 3.289 -2.887 -5.987 -0.345 -0.106 -0.140
H 4.149 -3.450 -3.100 0.238 -0.157 0.097
H 4.288 -4.664 -4.401 0.109 -0.113 -0.078
H 1.727 -4.034 -4.554 -0.224 -0.391 -0.151
H 2.543 -5.584 -2.214 0.050 -0.139 0.101
H 2.638 -6.344 -3.779 0.119 0.009 -0.449
H 0.170 -5.384 -2.245 0.177 -0.303 0.504
H 0.665 -7.067 -2.816 -0.350 -0.095 0.400
H -2.014 -5.526 -4.872 -0.510 -0.272 0.229
H -2.022 -5.496 -3.073 0.323 0.214 0.126
H -1.699 -7.042 -3.924 -0.692 -0.057 0.034
```
Forces are in eV/Å.

The HOMO-LUMO gap comes out at 7.9755 eV. The HOMO energy comes out at -0.299 hartree. As for the energy: -178283.53405 eV. The LUMO energy is -0.166 eV.